# 1
Formula: C8H14CoN2PS
Source: the Open Molecules 2025 dataset
Level of theory: ωB97M-V with the def2-TZVPD basis set

```
27
Properties=species:S:1:pos:R:3
Co 0.036 0.090 -0.117
S -0.807 0.991 1.684
P 0.762 -1.910 0.412
N 0.638 -0.582 3.447
N -1.505 -0.482 3.884
C 0.524 1.755 -1.352
C -0.930 0.173 -2.502
C 1.427 0.661 -1.059
C 0.471 -1.563 4.516
C -0.527 1.507 -2.279
C -1.040 -1.564 4.752
C -0.416 -0.796 -1.655
C -0.530 -0.017 3.071
H 0.717 2.772 -0.946
H 2.510 0.761 -0.806
H -1.596 -0.115 -3.335
H -1.297 -1.361 5.800
H -2.480 -0.254 3.701
H 1.516 -0.380 2.977
H 0.855 -2.534 4.190
H 1.002 -1.245 5.417
H -1.511 -2.506 4.437
H 1.934 -2.031 1.206
H 1.136 -2.910 -0.523
H -0.180 -2.726 1.101
H -0.661 -1.855 -1.807
H -0.936 2.323 -2.872
```

The energy above the lowest of the compared OMol25 structures with the same formula, charge and spin is 2.205 eV. As for the spin multiplicity: 5. The total charge is 0. The value obtained for the HOMO energy (spin up / spin down) is -5.0 / -7.3 eV.


# 2
Formula: C4H12S
Source: the Open Molecules 2025 dataset
Level of theory: ωB97M-V with the def2-TZVPD basis set

```
17
Properties=species:S:1:pos:R:3
S -2.095 -0.932 1.370
C 1.306 0.262 -0.473
C -1.801 0.866 1.668
C 0.034 0.175 -1.313
C 2.033 -1.108 -0.606
H -0.254 -0.862 -1.295
H -2.742 1.391 1.466
H -0.817 0.783 -0.932
H 2.146 -1.443 -1.618
H -1.397 1.139 2.636
H -3.214 -0.768 0.734
H 1.660 -1.875 0.025
H 0.200 0.643 -2.275
H 3.037 -1.124 -0.060
H 1.036 0.615 0.550
H -1.051 1.117 0.968
H 1.918 1.120 -0.846
```

The energy above the lowest of the compared OMol25 structures with the same formula, charge and spin is 0.788 eV. The total charge is 0. The value obtained for the HOMO energy is -9.1 eV. The structure (SMILES) is CCC.CS.